No. 1
Molecular formula: C26H48BrO4PS2SiYb
Method: DFT, ωB97M-V with the def2-TZVPD basis set

LUMO energy = 0.5 eV
HOMO-LUMO gap = 6.63 eV
HOMO energy = -6.09 eV

Atoms and positions in Å:
Yb (1.822, 0.410, -0.107)
C (5.356, 5.023, -2.761)
C (4.206, 4.513, -1.919)
O (4.423, 3.116, -1.658)
P (3.872, 2.480, -0.282)
S (4.451, 0.577, -0.344)
S (1.981, 3.034, -0.009)
O (4.672, 3.275, 0.865)
C (6.110, 3.238, 0.888)
C (6.615, 4.607, 1.292)
H (5.213, 6.081, -2.979)
H (5.406, 4.470, -3.699)
H (6.301, 4.895, -2.232)
H (3.255, 4.621, -2.444)
H (4.136, 5.064, -0.978)
H (6.491, 2.952, -0.095)
H (6.416, 2.477, 1.608)
H (6.338, 5.352, 0.546)
H (7.700, 4.590, 1.390)
H (6.176, 4.895, 2.248)
C (-5.016, 2.446, -1.069)
C (-3.525, 2.077, -1.148)
C (-3.218, 1.569, -2.565)
C (-2.678, 3.341, -0.927)
Si (-3.133, 0.695, 0.139)
Br (-0.730, 0.703, 0.224)
C (-3.632, 1.108, 1.956)
C (-5.118, 0.770, 2.161)
C (-3.418, 2.601, 2.247)
C (-2.789, 0.329, 2.980)
C (-3.500, -1.110, -0.431)
C (-4.970, -1.223, -0.867)
C (-3.250, -2.088, 0.728)
C (-2.593, -1.545, -1.594)
H (-5.254, 3.160, -1.862)
H (-5.266, 2.913, -0.115)
H (-5.658, 1.571, -1.200)
H (-3.382, 2.381, -3.279)
H (-3.868, 0.741, -2.852)
H (-2.176, 1.252, -2.650)
H (-2.894, 4.051, -1.731)
H (-1.612, 3.118, -0.955)
H (-2.897, 3.835, 0.017)
H (-5.753, 1.284, 1.435)
H (-5.426, 1.087, 3.161)
H (-5.302, -0.303, 2.079)
H (-4.076, 3.235, 1.653)
H (-2.381, 2.891, 2.065)
H (-3.641, 2.791, 3.301)
H (-2.903, -0.749, 2.888)
H (-3.107, 0.616, 3.987)
H (-1.731, 0.571, 2.879)
H (-5.650, -0.920, -0.068)
H (-5.193, -2.262, -1.124)
H (-5.178, -0.609, -1.746)
H (-3.954, -1.935, 1.547)
H (-2.231, -1.998, 1.109)
H (-3.384, -3.111, 0.365)
H (-2.734, -0.937, -2.486)
H (-2.834, -2.580, -1.856)
H (-1.540, -1.505, -1.314)
C (2.572, -7.661, 0.391)
C (2.325, -6.181, 0.319)
C (2.583, -5.359, 1.404)
C (2.361, -3.990, 1.368)
C (2.691, -3.216, 2.618)
C (1.859, -3.402, 0.180)
C (1.558, -4.239, -0.924)
C (0.924, -3.749, -2.200)
C (1.799, -5.600, -0.826)
C (1.694, -1.934, 0.083)
O (1.514, -1.347, -1.040)
O (1.756, -1.176, 1.109)
H (3.241, -7.905, 1.215)
H (3.010, -8.029, -0.537)
H (1.633, -8.195, 0.549)
H (2.980, -5.798, 2.312)
H (3.071, -3.892, 3.384)
H (1.814, -2.701, 3.004)
H (3.443, -2.455, 2.416)
H (1.489, -2.940, -2.648)
H (-0.080, -3.367, -2.002)
H (0.845, -4.569, -2.913)
H (1.570, -6.230, -1.678)

Forces on atoms 1 to 3 (eV/Å):
1.5 5.4 -0.9
-0.1 -0.1 0.1
0.0 0.1 -0.1

No. 2
Molecular formula: C23H49AsBF6MoO2Se4Si4Te2
Method: DFT, ωB97M-V with the def2-TZVPD basis set

LUMO energy (spin up / spin down) = -0.9 / -2.0 eV
HOMO-LUMO gap (spin up / spin down) = 6.56 / 5.97 eV
HOMO energy (spin up / spin down) = -7.43 / -8.00 eV
multiplicity = 4
expectation value of S² = 3.78

Atoms and positions in Å:
Mo (-0.009, -0.490, 2.057)
Se (2.355, -1.812, 2.134)
Te (0.092, -1.742, 4.730)
Te (0.756, 0.689, 5.482)
Se (0.341, 1.804, 3.262)
C (-1.028, -4.045, 1.403)
Se (-1.078, -2.316, 0.506)
C (-2.989, -1.897, 0.576)
C (-3.526, -1.539, 1.948)
Se (-2.496, -0.176, 2.906)
C (-3.322, 1.430, 2.179)
H (-1.088, -4.821, 0.645)
H (-1.839, -4.122, 2.108)
H (-0.087, -4.102, 1.943)
H (-3.503, -2.775, 0.181)
H (-3.095, -1.079, -0.130)
H (-3.538, -2.395, 2.623)
H (-4.542, -1.151, 1.868)
H (-4.267, 1.581, 2.693)
H (-3.466, 1.337, 1.108)
H (-2.635, 2.243, 2.406)
C (-4.916, 3.016, -3.793)
C (-3.871, 4.090, -3.491)
C (-4.597, 5.326, -2.942)
C (-3.164, 4.455, -4.804)
C (-2.835, 3.614, -2.472)
C (-1.809, 4.484, -2.086)
C (-0.825, 4.133, -1.167)
C (-0.904, 2.865, -0.636)
O (-0.078, 2.246, 0.268)
B (-0.593, 0.953, 0.483)
O (-1.734, 0.806, -0.342)
C (-1.906, 1.995, -1.007)
C (-2.882, 2.332, -1.918)
H (-5.632, 3.402, -4.520)
H (-5.474, 2.732, -2.899)
H (-4.463, 2.119, -4.220)
H (-5.341, 5.674, -3.661)
H (-3.907, 6.148, -2.751)
H (-5.108, 5.091, -2.007)
H (-3.894, 4.795, -5.542)
H (-2.640, 3.590, -5.216)
H (-2.436, 5.253, -4.662)
H (-1.772, 5.476, -2.515)
H (-0.041, 4.820, -0.877)
H (-3.647, 1.618, -2.187)
C (3.006, -0.105, -2.871)
Si (1.572, -0.878, -1.928)
C (0.055, -0.097, -2.699)
C (1.404, -2.720, -2.277)
Si (1.815, -0.186, 0.372)
Si (3.476, 1.489, 0.792)
C (5.062, 1.145, -0.164)
C (2.871, 3.185, 0.275)
C (3.966, 1.476, 2.597)
Si (3.882, -3.083, 0.939)
C (4.556, -2.465, -0.675)
C (5.277, -3.061, 2.178)
C (3.150, -4.786, 0.777)
H (2.873, -0.278, -3.942)
H (3.987, -0.480, -2.589)
H (3.004, 0.978, -2.715)
H (0.115, -0.336, -3.766)
H (0.040, 0.991, -2.611)
H (-0.884, -0.493, -2.315)
H (1.459, -2.846, -3.363)
H (0.420, -3.065, -1.960)
H (2.144, -3.376, -1.831)
H (4.931, 1.065, -1.242)
H (5.576, 0.254, 0.199)
H (5.728, 1.992, 0.029)
H (2.538, 3.205, -0.764)
H (3.704, 3.885, 0.380)
H (2.047, 3.519, 0.908)
H (4.246, 0.476, 2.932)
H (3.161, 1.835, 3.239)
H (4.834, 2.131, 2.725)
H (4.958, -1.458, -0.618)
H (3.901, -2.541, -1.531)
H (5.399, -3.145, -0.846)
H (5.564, -2.038, 2.425)
H (6.153, -3.568, 1.766)
H (4.988, -3.563, 3.102)
H (2.224, -4.782, 0.199)
H (2.924, -5.180, 1.768)
H (3.854, -5.463, 0.285)
F (-2.418, -3.317, 4.042)
As (-2.377, -4.787, 5.054)
F (-0.644, -4.818, 4.786)
F (-2.136, -3.765, 6.429)
F (-2.302, -6.202, 6.021)
F (-4.089, -4.679, 5.227)
F (-2.579, -5.721, 3.598)

Forces on atoms 1 to 3 (eV/Å):
0.5 -0.4 0.6
-0.3 0.8 -0.5
-0.2 -0.1 0.1

No. 3
Molecular formula: CH4ClNOS
Method: DFT, ωB97M-V with the def2-TZVPD basis set

LUMO energy (spin up / spin down) = -2.3 / -2.3 eV
HOMO-LUMO gap (spin up / spin down) = 7.37 / 7.37 eV
HOMO energy (spin up / spin down) = -9.71 / -9.71 eV

Atoms and positions in Å:
C (0.874, 0.229, 0.977)
N (-0.660, -0.468, -0.911)
O (1.708, 0.343, -1.515)
S (0.557, 0.779, -0.709)
Cl (-1.059, 1.760, 1.371)
H (1.314, 0.869, 1.694)
H (0.664, -0.714, 1.382)
H (-1.651, -0.054, -0.649)
H (-0.631, -0.630, -1.839)

Forces on atoms 1 to 3 (eV/Å):
-2.6 3.0 0.4
-2.0 2.3 4.4
-0.3 -0.3 0.2